The following is a quantum chemistry calculation of a molecular structure, C20H21Cl2F5O2SSb2V at a distorted geometry, from OMol25.

Geometry as XYZ:
```
54
Properties=species:S:1:pos:R:3:forces:R:3
V -1.12815 0.03103 -0.26652 -0.947 -0.600 -0.477
C 1.14197 -2.29717 1.74422 0.965 0.528 -0.308
Sb 0.81186 -1.98311 -0.39551 0.878 -1.260 1.090
C 0.35049 -4.09708 -0.49714 0.315 0.579 -1.666
C 3.01728 -2.00839 -0.79819 -1.971 0.615 -0.655
C 3.74335 -1.31738 0.29709 1.216 0.314 -0.375
C 4.51365 -2.12627 1.15332 -0.951 -0.175 -0.683
C 5.35459 -1.59498 2.08954 0.367 0.157 0.037
C 5.47950 -0.20752 2.17523 0.306 -0.508 0.452
C 4.71522 0.62440 1.39472 -0.285 -0.245 -0.942
C 3.86632 0.08857 0.39670 -0.176 -0.681 0.964
C 3.08983 1.01641 -0.44869 -1.219 0.032 0.109
Sb 1.05277 1.54630 0.29080 1.269 1.540 0.666
C 1.69587 2.55646 2.09156 0.327 0.015 -0.021
C 0.80778 3.36853 -0.85168 -1.112 0.194 -0.233
H 1.82016 -3.16945 1.92855 -0.286 0.982 -0.358
H 0.18900 -2.58422 2.12368 -0.859 0.046 0.481
H 1.50903 -1.35492 2.21843 -0.223 -0.938 -0.146
H 1.17010 -4.64757 -0.06583 0.261 -0.142 0.248
H 0.27192 -4.34954 -1.57126 -0.122 -0.143 0.601
H -0.58168 -4.29803 0.00294 -0.284 0.054 0.150
H 3.06598 -1.58301 -1.82171 0.462 -0.135 0.707
H 3.17630 -3.07242 -0.83391 0.474 -0.306 -0.027
H 4.41105 -3.20134 1.00403 0.217 0.163 0.223
H 5.97131 -2.26487 2.68058 -0.050 0.236 0.075
H 6.23465 0.17518 2.83784 -0.003 0.344 0.269
H 4.82949 1.70473 1.45003 0.009 -0.145 0.065
H 2.85279 0.62099 -1.44152 0.451 0.325 -0.008
H 3.55641 1.99245 -0.43621 0.123 0.186 -0.534
H 2.05575 3.56322 1.81308 -0.119 -0.515 0.060
H 2.50731 1.99133 2.57385 -0.240 0.155 -0.226
H 0.88664 2.66386 2.81036 -0.122 -0.053 -0.118
H 1.76552 3.77999 -1.16165 0.075 -0.044 0.060
H 0.22506 4.13903 -0.28272 0.599 -0.827 -0.228
H 0.19267 3.15029 -1.74768 0.453 0.097 0.386
F -7.07572 3.43651 -2.60643 0.904 -0.421 0.785
C -6.11295 2.94244 -1.77450 -0.860 0.336 -0.112
C -6.23604 1.65617 -1.27254 0.549 -1.053 -0.068
F -7.22649 0.86381 -1.71628 -0.021 0.336 0.293
C -5.24580 1.10201 -0.44364 1.093 1.454 0.119
F -5.38359 -0.13191 0.07125 -0.107 0.459 -0.461
C -4.06194 1.85218 -0.13979 -1.427 0.236 -0.954
S -2.79543 1.22798 0.87779 0.099 0.599 0.744
C -4.01451 3.16944 -0.66725 1.211 -0.487 0.569
F -2.86432 3.90431 -0.50258 -1.193 -0.530 -0.005
C -5.03902 3.73527 -1.39182 -0.195 0.433 -0.710
F -4.97815 5.01340 -1.83406 0.119 -0.770 0.241
Cl -2.80161 -3.96295 -2.15503 -0.811 0.890 0.453
C -3.81628 -2.60777 -1.37095 -0.681 -1.472 -0.298
Cl -5.26248 -2.23598 -2.39351 1.344 0.066 0.649
C -2.80112 -1.54468 -1.04433 0.587 1.315 0.460
O -2.18551 -1.73717 0.06415 -0.400 -0.090 -0.987
O -2.52944 -0.52153 -1.74867 -0.297 -1.392 0.507
H -4.19137 -3.01705 -0.40814 0.291 0.248 -0.862
```
Forces are in eV/Å.

<S²> ... 3.77
Charge ... 0
2S+1 ... 4
Kohn-Sham gap (spin up / spin down) ... 0.2647 / 0.2759 hartree
Energy above the lowest of the compared OMol25 structures with the same formula, charge and spin ... 5.2 kcal/mol

***

The following is a quantum chemistry calculation of 7 unconnected molecules or ions with the total composition C20H21F6O20 at a distorted geometry, from OMol25.

Geometry as XYZ:
```
67
Properties=species:S:1:pos:R:3:forces:R:3
C 0.94888 -0.23739 0.21672 -0.110 -0.260 -0.159
C -0.54811 0.09894 0.05702 0.042 0.610 1.089
O -1.34654 -0.78760 0.46097 -0.009 -0.303 -0.512
O -0.82936 1.26255 -0.29716 -0.041 -0.242 -0.528
H 1.35123 -0.60767 -0.73143 0.019 -0.035 0.041
H 1.02728 -1.02510 0.96673 0.250 -0.014 -0.037
H 1.52616 0.63759 0.51600 -0.055 0.049 -0.026
C -0.50429 -3.87992 -0.00147 0.468 0.016 -0.908
C -0.44201 -4.16482 1.48430 -1.685 -0.025 -0.104
O 0.35909 -5.29153 1.60417 0.462 0.245 0.080
C 0.60374 -5.83249 0.37178 0.079 0.027 -0.018
O 1.20190 -6.84243 0.20504 0.037 -0.127 0.016
O 0.10436 -5.05325 -0.59205 -0.019 0.194 0.200
F -1.71453 -4.52507 1.91220 0.188 0.041 0.001
H 0.04644 -2.99141 -0.30678 0.131 -0.067 0.188
H -1.49587 -3.79979 -0.43497 -0.234 0.020 0.495
H -0.17102 -3.32589 2.11650 0.501 -0.125 0.018
C 5.88252 1.61485 2.06236 0.128 0.335 0.111
C 5.57600 1.73964 0.57249 0.203 -0.107 0.269
O 4.27310 2.22834 0.53984 0.020 0.512 -0.353
C 3.74023 2.28679 1.78860 -0.178 -0.911 0.571
O 2.65543 2.66571 2.05956 -0.068 0.210 -0.215
O 4.60485 1.74400 2.67850 0.148 0.107 -0.082
F 5.60398 0.51340 -0.04076 -0.045 -0.055 -0.002
H 6.50962 2.43044 2.42659 0.051 0.022 -0.167
H 6.36317 0.67426 2.31543 -0.250 -0.151 -0.031
H 6.24262 2.39710 0.02003 -0.055 0.009 -0.089
C -2.20149 1.26215 -3.33360 -0.453 -0.414 1.306
C -3.41006 1.02429 -2.42048 1.174 -0.291 -1.762
O -4.32781 0.53529 -3.39687 -0.413 0.304 0.565
C -4.02252 1.09149 -4.60169 -0.017 -0.013 -0.018
O -4.71858 1.02142 -5.55931 -0.048 0.074 -0.123
O -2.81816 1.69313 -4.54363 0.105 -0.060 -0.090
F -3.84188 2.20343 -1.91796 -0.400 -0.259 0.387
H -1.75361 0.27660 -3.47510 0.409 0.219 -0.160
H -1.52372 1.97241 -2.87485 0.129 0.154 -0.412
H -3.21281 0.23964 -1.69966 -0.315 0.378 0.540
C -4.26238 -1.58816 0.05343 -0.932 0.358 -0.839
C -4.31746 -0.74910 1.30900 0.362 0.579 -0.559
O -4.19372 -1.68526 2.33330 0.024 -0.226 0.107
C -4.55017 -2.91518 1.85259 -0.395 0.153 -0.132
O -4.66658 -3.89646 2.50508 0.027 0.035 0.131
O -4.81019 -2.82412 0.52998 0.782 -0.365 -0.172
F -5.56009 -0.14294 1.39517 0.009 -0.120 0.164
H -3.29255 -1.65161 -0.43730 0.380 -0.469 0.838
H -4.90955 -1.22003 -0.74586 -0.380 0.123 0.407
H -3.56132 0.02596 1.38348 0.119 -0.110 0.124
C 3.23248 1.05117 -2.45760 -0.296 -0.014 -0.478
C 2.23345 0.28383 -3.32147 0.017 0.324 -0.623
O 2.67870 0.54035 -4.63640 0.053 -0.008 0.140
C 3.44331 1.66725 -4.64403 0.071 -0.120 -0.194
O 3.81596 2.21711 -5.62669 -0.016 0.015 0.101
O 3.72948 2.02798 -3.38471 0.343 0.061 0.264
F 0.97611 0.80779 -3.22387 0.002 -0.196 0.265
H 4.02431 0.37721 -2.13234 0.155 0.185 0.036
H 2.80255 1.59852 -1.62612 -0.218 -0.253 0.081
H 2.20293 -0.79796 -3.23160 -0.168 0.008 0.401
C -0.18608 1.42842 3.65270 0.667 -0.412 -1.226
C -0.73487 2.45239 2.67191 -0.155 -0.732 0.329
O -0.53824 3.66405 3.34865 -0.008 0.078 -0.139
C -0.40633 3.41575 4.67698 0.081 -0.039 0.144
O -0.41726 4.24338 5.52744 0.019 0.088 -0.026
O -0.23565 2.09532 4.89953 -0.143 -0.150 0.129
F -2.09034 2.25710 2.53705 -0.007 0.162 -0.098
H 0.84183 1.17885 3.36683 0.103 0.346 0.311
H -0.71344 0.47831 3.58799 -0.510 0.256 0.525
H -0.27307 2.41098 1.68981 -0.131 0.381 -0.092
```
Forces are in eV/Å.

Charge ... -1
2S+1 ... 1
Kohn-Sham gap ... 0.3025 hartree

***

The following is a quantum chemistry calculation of 2 unconnected molecules or ions with the total composition C20H21F8N4O9S at a distorted geometry, from OMol25.

Geometry as XYZ:
```
63
Properties=species:S:1:pos:R:3:forces:R:3
N 1.31274 -4.30511 2.11079 0.531 -0.414 -0.350
C 1.50472 -4.57848 0.69144 -0.935 0.484 -0.221
C 1.56980 -3.27445 -0.17930 0.840 -0.991 -0.320
C 3.02068 -2.72748 -0.26408 0.160 0.038 -0.380
C 3.13802 -1.40099 -1.10260 -0.652 -0.508 -0.230
C 1.98186 -0.42355 -0.83067 0.674 -0.077 -0.149
N 1.05975 -0.32625 -1.77285 0.346 0.872 1.577
C 0.07227 0.56426 -1.43945 -0.799 0.027 -0.812
C -0.98678 0.78367 -2.41224 -0.044 0.343 0.615
F -0.89098 0.12046 -3.58975 -0.086 0.335 0.568
C -2.05528 1.61718 -2.19224 -0.276 0.575 0.475
C -3.17573 1.78898 -3.23005 -0.284 -0.643 -0.395
C -3.58185 0.42320 -3.88711 0.680 0.222 -0.011
O -3.98032 -0.51648 -3.26082 0.042 0.599 -0.515
O -3.42667 0.36842 -5.25575 -0.128 0.255 0.971
C -2.10599 2.35850 -0.91617 0.423 -1.146 -0.538
S -3.45644 3.50733 -0.60495 1.472 3.855 -0.328
O -3.78757 4.27168 -1.79144 -0.403 -1.906 -0.564
O -3.13228 4.45067 0.43322 0.036 -1.599 0.820
C -5.00723 2.63025 -0.02698 -0.612 0.007 0.876
F -5.60331 3.44683 0.88464 0.539 -0.324 -0.486
F -5.88384 2.48972 -1.04410 0.765 -0.348 0.350
C -4.70450 1.28619 0.69930 -0.208 -1.171 -0.515
F -3.66241 1.37854 1.55896 -0.570 0.427 -0.499
F -4.37053 0.35603 -0.24123 -0.208 0.737 0.255
C -5.91861 0.68984 1.51067 0.711 -0.533 0.884
F -5.73271 -0.64439 1.58378 -0.438 0.667 -0.286
F -7.10754 0.96016 0.96747 0.585 -0.124 0.266
F -5.86248 1.13578 2.78259 -0.451 0.158 -0.821
C -1.09633 2.15412 0.03279 -0.411 0.229 0.171
O -1.13913 2.79508 1.23069 -0.270 -0.686 -0.330
C 0.02937 1.26254 -0.21710 -1.170 0.696 -0.310
N 0.97809 1.17030 0.76657 0.156 -1.230 -1.621
C 1.94769 0.34122 0.43170 0.758 -0.509 0.822
C 3.07933 0.14859 1.46493 -0.335 0.736 0.178
C 4.46795 0.74232 1.01803 -0.569 -0.369 -0.573
C 4.41020 1.70861 -0.18260 1.118 0.484 -0.097
O 3.65712 2.89585 0.10025 -0.079 -0.396 -0.043
H 2.17953 -3.98239 2.54395 -0.361 0.112 0.332
H 0.58149 -3.61556 2.25133 0.251 -0.051 0.064
H 2.38685 -5.23265 0.54355 -0.308 0.483 0.088
H 0.62725 -5.15953 0.32724 0.468 0.224 0.180
H 0.83718 -2.55555 0.23378 0.364 -0.246 -0.269
H 1.28265 -3.55701 -1.21995 -0.086 0.469 0.555
H 3.59396 -3.48258 -0.84758 -0.206 0.380 0.492
H 3.52313 -2.65421 0.71988 -0.478 0.032 -0.370
H 4.13180 -0.92910 -1.01126 -0.531 -0.191 0.233
H 3.05131 -1.71709 -2.16433 -0.134 0.424 0.551
H -2.91753 2.54249 -4.00557 0.031 -0.400 0.521
H -4.11256 2.16456 -2.77591 0.644 -0.242 -0.177
H -2.96249 1.17508 -5.52536 -0.161 -0.257 -0.069
H -0.95692 2.13614 1.92322 0.455 0.370 -0.157
H 3.16130 -0.91038 1.78370 0.010 0.593 -0.274
H 2.77073 0.70573 2.37216 -0.037 -0.377 -0.584
H 5.11889 -0.10292 0.70718 -0.140 0.617 0.294
H 4.93257 1.26273 1.87573 -0.187 -0.336 -0.456
H 4.04891 1.24990 -1.12606 0.009 -0.039 0.592
H 5.46283 2.02983 -0.38190 -0.515 -0.355 0.033
H 3.60273 3.39906 -0.72285 -0.026 -0.079 0.277
N 3.52518 -3.10581 5.17317 0.139 -0.121 0.292
O 3.12528 -2.75588 4.03304 -0.048 0.140 -0.372
O 3.77231 -4.30260 5.40148 -0.019 0.005 -0.116
O 3.67254 -2.25141 6.06499 -0.040 0.078 -0.094
```
Forces are in eV/Å.

Charge ... -1
2S+1 ... 1
Kohn-Sham gap ... 0.2077 hartree

***

The following is a quantum chemistry calculation of a single C20H21FN2O2 molecule, from OMol25.

Geometry as XYZ:
```
46
Properties=species:S:1:pos:R:3:forces:R:3
C -2.43434 -1.45694 1.69202 0.070 -0.158 -0.187
C -1.69802 -2.30512 0.66372 0.099 0.148 0.294
C -0.17792 -2.18610 0.81792 -0.179 -0.375 -0.344
C 0.55440 -3.34030 0.13514 -0.045 0.131 0.134
N 0.30313 -0.90998 0.29361 -0.111 0.012 0.462
C 0.36282 -0.59792 -1.00970 0.270 0.663 0.164
O -0.09861 -1.24832 -1.91984 -0.139 -0.343 -0.452
C 1.18939 0.68796 -1.28170 -0.169 -0.290 -0.231
C 2.57613 0.44879 -0.76321 0.276 0.478 0.418
C 3.51420 -0.49482 -1.12899 -0.043 0.023 -0.036
C 4.71270 -0.52569 -0.42964 -0.048 -0.068 -0.083
C 4.95887 0.35507 0.61559 0.058 0.059 0.114
C 4.01315 1.29598 0.99025 -0.170 0.036 0.000
C 2.81880 1.32922 0.29179 0.328 -0.409 -0.403
C 1.66014 2.24009 0.42700 -0.090 0.229 0.128
O 1.49897 3.16861 1.18999 0.125 0.105 0.128
N 0.75847 1.83413 -0.51891 0.002 -0.068 -0.152
C -0.37288 2.64343 -0.91088 -0.113 0.109 0.086
C -1.70221 1.98819 -0.63883 0.019 0.074 -0.076
C -2.37798 2.25274 0.54625 -0.026 -0.052 -0.116
C -3.61283 1.68275 0.79780 -0.183 -0.087 -0.077
C -4.15458 0.83199 -0.14861 0.133 0.097 -0.033
F -5.35855 0.26974 0.09076 0.096 0.021 -0.011
C -3.49840 0.53836 -1.32921 -0.222 -0.071 0.149
C -2.27078 1.12781 -1.57032 -0.006 0.153 0.153
H -3.50708 -1.50379 1.52564 -0.142 0.078 0.052
H -2.22990 -1.81657 2.69887 0.005 -0.015 0.143
H -2.12138 -0.41764 1.62558 -0.005 0.103 0.017
H -1.98277 -3.35102 0.78440 0.006 -0.073 -0.055
H -1.96826 -1.99628 -0.34614 0.011 -0.088 -0.058
H 0.07233 -2.18761 1.88450 -0.024 0.040 -0.091
H 0.27880 -4.28157 0.60204 -0.018 -0.123 0.058
H 1.63102 -3.20732 0.22290 0.113 -0.032 0.001
H 0.28984 -3.37554 -0.91740 -0.002 -0.061 -0.062
H 0.70918 -0.26129 0.94918 -0.002 -0.017 -0.105
H 1.14979 0.88116 -2.35988 -0.024 -0.058 0.109
H 3.32179 -1.18295 -1.93801 -0.005 -0.105 -0.091
H 5.46729 -1.24773 -0.70396 0.069 -0.058 -0.020
H 5.90092 0.30502 1.14056 0.078 -0.002 0.040
H 4.18933 1.98790 1.79897 0.029 0.085 0.090
H -0.28694 2.87376 -1.98014 0.021 0.024 0.106
H -0.28811 3.56992 -0.33532 -0.008 -0.090 -0.159
H -1.93481 2.91605 1.27411 0.049 0.093 0.086
H -4.15273 1.88681 1.70885 -0.075 -0.003 0.090
H -3.94747 -0.13317 -2.04323 -0.076 -0.083 -0.062
H -1.75494 0.91221 -2.49349 0.067 -0.033 -0.117
```
Forces are in eV/Å.

Structure (SMILES) ... CC[C@@H](C)NC(=O)[C@@H]1c2ccccc2C(=O)N1Cc1ccc(F)cc1
Charge ... 0
2S+1 ... 1
Kohn-Sham gap ... 0.3538 hartree
Energy above the lowest of the compared OMol25 structures with the same formula, charge and spin ... 0.0 kcal/mol

***

Number 1: DFT total energy -113404.216 eV. Number 2: DFT total energy -78340.196 eV. Number 3: DFT total energy -78040.676 eV. Number 4: DFT total energy -30875.281 eV.